C28H82N2O19 | ωB97M-V with the def2-TZVPD basis set

The geometry in XYZ format:
```
131
Properties=species:S:1:pos:R:3:forces:R:3:mulliken_charge:R:1
C 6.373454 0.191510 2.583516 -0.23 0.80 0.55 -0.274
O 5.463423 -0.766575 3.047174 0.71 -1.03 0.16 -0.332
C 4.411736 -0.103142 3.674612 -1.19 -0.05 -2.49 -0.977
C 3.098702 -0.858302 3.534446 -0.03 0.44 2.04 0.722
C 3.295489 -2.241839 4.104852 -0.52 0.43 1.11 -1.616
N 2.600535 -1.016088 2.233326 -0.70 -0.60 -2.15 0.049
H 7.197668 -0.310376 2.118306 0.51 -0.25 -0.17 0.285
H 6.733967 0.848048 3.441074 -0.27 -0.58 -1.07 0.270
H 5.828046 0.793351 1.829132 0.60 0.16 0.22 -0.132
H 4.601029 0.106097 4.671458 0.60 0.51 2.18 0.456
H 4.346004 0.795968 3.084496 -0.72 1.07 0.27 0.421
H 2.331904 -0.274227 4.147994 0.83 -0.65 -0.70 0.082
H 3.841157 -2.185656 5.083714 -0.66 -0.42 -0.81 0.344
H 3.884949 -2.728330 3.365277 0.78 -0.86 -0.29 0.480
H 2.315103 -2.734621 4.138629 0.38 -0.07 0.42 0.369
H 2.313136 -0.160726 1.799400 0.01 0.27 -0.36 -0.273
H 3.109745 -1.621816 1.561136 -0.30 0.85 1.18 -0.112
C 0.645605 -2.490184 7.892275 -0.10 -1.14 1.35 -0.832
O 0.001085 -2.192095 6.702989 0.81 0.51 0.18 -0.099
C -1.331968 -2.539297 6.707223 -0.78 1.41 -0.24 -1.140
C -1.973290 -1.852476 5.502383 1.79 1.24 -0.60 0.441
C -1.127879 -2.195254 4.262813 -0.30 -0.38 -0.25 -0.961
N -1.939318 -0.349905 5.639674 0.03 -1.20 -1.52 -0.430
H 1.555898 -1.905150 7.930892 0.03 0.18 0.31 0.228
H 0.914648 -3.551840 7.931061 0.29 -0.16 -0.24 0.330
H 0.008770 -2.423179 8.836484 0.54 0.75 -1.13 0.284
H -1.460097 -3.597519 6.703198 -0.26 -1.12 -0.10 0.437
H -1.773869 -2.121836 7.614234 -0.39 -0.16 0.29 0.513
H -2.987913 -2.179045 5.419566 -0.74 -0.14 -0.22 0.366
H -1.175508 -3.251053 4.030707 -0.27 -0.50 0.04 0.443
H -0.071811 -2.041187 4.474870 -0.05 0.45 -0.08 0.157
H -1.420954 -1.693463 3.333884 -0.02 0.18 0.45 0.002
H -2.136922 -0.113054 6.580687 0.07 0.58 0.92 0.235
H -1.037823 0.040104 5.315481 -0.64 -0.42 0.63 0.141
O 0.127437 2.119097 4.254503 1.13 -0.71 -1.53 -0.603
C -0.152934 2.126688 2.839946 -0.51 -0.74 0.38 0.345
C -1.509965 1.439575 2.499112 1.03 -0.14 0.48 2.160
O -2.485258 1.849484 3.414788 -1.23 -0.54 1.24 -0.728
H -0.637391 2.449579 4.689159 -1.25 0.48 0.46 0.421
H -0.106859 3.120664 2.433585 -0.25 0.80 0.03 0.232
H 0.640973 1.591619 2.321623 0.16 -0.29 0.23 -0.601
H -1.370152 0.345120 2.535982 -0.12 0.41 -0.18 -0.587
H -1.843976 1.783281 1.527818 0.30 -0.28 -0.49 -1.049
H -2.849144 1.075691 3.921313 0.84 0.80 -0.52 0.353
O -3.728241 -1.163823 2.389221 -0.18 0.22 -0.38 -0.265
C -5.076295 -0.708628 2.356447 -0.61 -0.28 -0.55 -0.618
C -5.677045 -0.453359 0.951154 0.87 -0.09 0.22 -0.439
O -5.231032 -1.540073 0.040530 -0.72 1.32 1.70 -0.500
H -3.632119 -2.091731 2.026361 -0.62 0.91 0.51 0.245
H -5.741402 -1.431763 2.839651 0.20 -0.27 0.01 0.387
H -5.273519 0.230446 2.921617 0.93 -0.48 -0.20 0.372
H -5.407880 0.548685 0.530168 0.16 -0.90 0.21 0.195
H -6.760973 -0.419014 1.154780 0.17 -0.36 -0.63 0.394
H -5.622053 -1.319475 -0.792326 -0.31 -0.04 -0.94 0.267
O 3.026104 -2.247997 -3.140293 0.01 1.05 -0.77 -0.534
C 3.256258 -2.539898 -1.814825 -0.54 -0.94 0.79 -0.566
C 4.046264 -1.565012 -1.013390 0.42 0.82 0.33 -0.097
O 3.408745 -0.272902 -0.961727 1.48 -1.07 -0.35 0.059
H 2.760559 -1.313214 -3.167306 -0.17 -0.04 -0.48 0.304
H 2.314768 -2.602550 -1.253989 -0.37 -0.38 -0.09 0.110
H 3.723126 -3.524047 -1.815896 0.12 -0.05 0.40 0.443
H 5.070521 -1.451084 -1.367159 -0.06 0.31 -0.10 0.410
H 4.074811 -1.906328 0.014431 0.37 -0.48 0.17 0.060
H 2.471036 -0.384649 -0.876302 -1.63 0.04 0.12 -0.085
O 3.952799 2.093799 -1.417106 0.54 0.01 0.61 -0.585
C 4.101345 2.821165 -0.209770 0.08 -0.22 -0.55 -0.937
C 2.830540 2.917241 0.562662 -0.69 0.48 0.14 1.265
O 1.688645 3.460439 -0.155259 0.73 -0.27 0.02 -0.499
H 3.806812 1.130446 -1.191505 0.15 0.62 -0.34 0.564
H 4.942800 2.554929 0.474688 -0.63 -0.88 -0.35 0.092
H 4.437834 3.789975 -0.450201 0.08 1.52 -0.81 0.571
H 3.075316 3.530822 1.421924 -0.32 0.35 0.39 0.327
H 2.561894 1.954893 0.924068 -0.26 -1.03 0.37 -0.831
H 0.917190 2.899803 0.023516 0.31 0.10 0.11 0.167
O -1.506666 -1.561144 0.455717 -1.34 0.26 0.09 -0.403
C -2.128148 -2.477750 -0.482474 -0.57 0.80 0.49 -0.263
C -2.699259 -3.745115 0.200532 2.83 -1.20 -0.36 -0.881
O -3.776797 -3.711409 1.068398 -1.71 1.21 0.21 -0.567
H -2.293834 -1.028110 0.771830 1.48 -0.57 0.07 0.042
H -2.889559 -1.840883 -0.935907 -0.42 -0.60 -0.42 0.382
H -1.417126 -2.726039 -1.289525 -0.08 -0.23 0.62 0.346
H -1.880879 -4.119090 0.895606 -0.56 0.33 -1.14 0.244
H -2.832522 -4.516262 -0.591786 -0.07 0.38 0.35 0.405
H -4.572276 -3.317596 0.642255 0.67 -0.24 0.11 0.362
O 0.643829 -0.026759 -0.759755 -0.18 0.46 -0.98 0.593
C -0.218955 0.449929 -1.873993 2.60 -2.04 0.43 0.769
C 0.168346 -0.232043 -3.223668 -2.55 0.28 1.61 -0.364
O 1.395388 0.157570 -3.676720 1.64 -0.58 -0.70 -0.561
H 0.089669 -0.587325 -0.207360 -0.30 -0.27 0.26 -0.233
H -1.204130 0.254732 -1.560159 -1.45 -0.21 0.00 0.288
H -0.057323 1.495839 -1.892114 0.05 0.99 -0.46 -0.448
H -0.699648 0.023106 -3.873044 0.61 0.04 -0.28 -0.264
H 0.143661 -1.344114 -3.148150 0.27 0.73 0.14 0.355
H 1.576328 1.099100 -3.694575 -0.40 0.47 0.03 0.265
O 0.825058 3.959783 -3.146540 -1.08 -1.77 1.98 -0.366
C 1.612230 4.880288 -3.774973 2.50 -1.72 -2.87 -0.487
C 3.132665 4.424253 -3.592529 -0.03 1.60 1.00 -0.385
O 3.337146 3.105729 -3.944586 -0.24 -2.08 0.19 -0.515
H 1.344785 3.554918 -2.414826 -0.45 0.45 -0.36 0.203
H 1.364554 4.805555 -4.866617 0.34 0.01 0.59 0.258
H 1.361941 5.862689 -3.527498 0.13 1.82 0.96 0.383
H 3.384182 4.490954 -2.502105 -0.24 0.51 -0.64 0.078
H 3.880657 5.030552 -4.165556 -0.90 -0.03 0.42 0.309
H 3.493912 2.546677 -3.127557 -0.01 1.06 -0.86 0.418
C 0.175342 -2.356510 -6.132687 -1.91 -0.26 0.77 -0.519
C 0.280708 -2.338784 -7.617493 0.64 -1.90 -0.89 -0.440
O -0.953476 -2.705987 -8.225928 -0.59 0.14 0.76 -0.542
H -0.674167 -1.734468 -5.798055 0.37 0.17 -0.21 -0.068
H 1.070352 -1.983027 -5.666698 0.41 -0.07 0.24 0.316
H -0.128770 -3.356828 -5.748051 0.69 0.44 -0.35 0.314
H 1.040679 -3.087425 -7.905533 -0.09 0.06 0.06 0.321
H 0.671616 -1.431588 -8.001803 0.05 1.33 -0.24 0.345
H -0.938182 -2.683848 -9.182146 0.42 0.12 -0.12 0.294
C -3.836848 0.282711 -5.207882 0.14 1.72 -1.47 -0.825
C -3.817658 0.470246 -6.743950 1.09 -3.22 1.47 -0.202
O -5.096800 0.340941 -7.273390 -1.80 1.16 0.47 -0.523
H -2.885487 0.573859 -4.793050 0.57 -0.62 0.30 -0.066
H -4.271168 -0.630626 -4.899277 0.05 -1.14 0.31 0.351
H -4.472480 1.068978 -4.867591 -0.86 0.68 0.61 0.469
H -3.136692 -0.348075 -7.141608 -1.03 0.94 -0.06 0.108
H -3.386445 1.390471 -6.965594 0.84 1.79 -0.53 0.341
H -5.676386 1.000840 -6.777962 1.04 -1.33 -1.09 0.328
C -3.220342 3.426813 -2.012919 -0.68 1.48 0.81 -1.187
C -2.746674 3.315230 -0.581723 1.15 1.47 -0.15 -0.065
O -1.354733 2.964151 -0.620009 -0.36 -1.47 1.26 -0.235
H -2.669400 4.237243 -2.479873 -0.07 0.20 -0.19 0.359
H -4.281872 3.542871 -2.216858 -0.21 0.40 0.51 0.422
H -2.974308 2.562083 -2.512613 0.83 -2.15 -1.16 0.230
H -3.258360 2.624907 0.062963 -0.13 -0.80 -0.07 0.046
H -2.787020 4.257925 -0.024551 -0.42 0.18 -0.30 0.274
H -0.812897 3.515135 -1.166993 -0.07 1.01 -0.77 0.094
```
Positions in Å, forces in eV/Å.

- Lowest unoccupied orbital energy: -0.02 eV
- F_max: 0.08117 Eh/bohr
- Kohn-Sham gap: 0.322 hartree